1.
ORCA calculation (the ωB97M-V functional and the def2-TZVPD basis) on a molecular structure, C17H24BBeCs2F4KN2O8S at a distorted geometry.

The geometry in XYZ format:
```
61
Properties=species:S:1:pos:R:3:forces:R:3:mulliken_charge:R:1
Cs 1.3897 3.5987 -1.5937 -3.383 6.436 -5.643 0.9957
Cs 1.1664 -2.1592 8.6088 -0.202 5.436 11.510 0.9771
K 2.2102 -0.3440 -2.2520 0.068 -1.692 -1.440 0.9160
S 0.0079 -3.4325 -5.2396 2.106 0.654 -1.002 1.1961
F -0.9078 -2.3062 -2.7715 0.805 -0.753 -1.954 -0.2117
F 5.7864 -4.3613 3.5983 -0.279 -0.449 -0.088 -0.7502
F -1.2234 3.1933 -1.3367 -0.630 -0.045 0.811 -0.3666
F -4.7535 -1.2831 -8.2298 -0.183 0.156 0.166 -0.9450
O 4.5939 -2.7062 4.1191 0.745 1.147 0.362 -0.4481
O 1.1924 -2.7548 -4.7586 0.741 0.733 0.950 -0.6396
O 3.6792 -1.2937 2.7227 -0.537 0.352 0.069 -0.7323
O -1.0649 -3.2680 -3.9591 -1.720 -0.079 1.970 -0.1693
O 0.1388 -4.8538 -5.3470 -0.500 -0.496 0.790 -0.5845
O 3.8804 2.7617 -0.8417 0.584 -0.489 0.852 -0.4405
O -0.5797 -2.8147 -6.3785 -0.859 0.619 -0.052 -0.5333
O -1.9478 1.6278 0.2820 0.822 0.454 0.474 -0.4418
N 1.4976 1.1961 -0.4101 0.404 -1.809 2.251 -0.2666
N 3.6838 -2.0086 3.7485 0.087 -0.548 -0.153 0.9437
C 0.2622 -1.4202 5.1416 0.065 0.038 -0.167 -0.5540
C -5.7087 0.0278 -4.6647 0.170 0.017 0.044 -0.3707
C -0.6521 1.5018 0.9458 -0.271 -0.279 -1.310 -0.2393
C 3.4967 2.4609 0.5425 -1.921 -0.302 -0.685 -0.7189
C -3.4087 -0.4305 -5.2130 -0.032 0.108 0.060 -0.7935
C 0.3085 -2.2171 6.2563 -0.793 -0.555 -1.792 -1.2634
C 2.6965 1.0755 0.4790 1.349 1.293 -0.968 0.2409
C -3.9929 0.5154 -3.0669 0.129 0.073 0.026 -0.0437
C 2.4947 -2.0631 4.5859 0.007 -0.114 -0.248 -0.1439
C 2.6265 3.6462 1.1942 0.552 -1.005 -0.267 -1.0075
C -3.0333 0.0430 -3.9627 -0.172 0.333 0.274 0.0905
C -4.7579 -0.4324 -5.5726 -0.346 -0.048 0.000 -0.5665
C 0.2746 0.5553 0.1175 -0.506 0.607 -0.364 -0.9043
C -5.3342 0.5020 -3.4143 -0.105 0.076 0.059 -0.5459
C 1.4667 -2.9599 6.5391 0.335 -2.153 -5.763 0.4736
C 2.5524 -2.8867 5.7107 0.153 -0.401 0.079 -0.1192
C 1.3687 -1.3383 4.2898 -0.239 0.209 0.030 -0.0384
B -2.0536 2.8659 -0.2869 -0.797 -0.974 -0.028 0.8038
Be -4.5838 4.6034 0.0266 -0.907 0.511 -0.013 -0.0160
H -2.6702 -0.7919 -5.9185 -0.065 -0.081 -0.020 0.4748
H 4.4289 2.3429 1.0798 -0.009 -0.123 0.107 0.5312
H 1.6948 3.2589 1.6488 0.503 0.148 -0.142 0.2916
H 2.3392 4.4469 0.4826 0.652 -0.263 0.953 0.2599
H 3.4046 0.3665 -0.0175 -0.352 0.332 0.766 0.2907
H -0.6344 -0.8562 4.9236 -0.018 -0.022 -0.019 0.3787
H -3.6896 0.8913 -2.0898 -0.004 -0.077 0.028 0.2688
H 0.5417 -0.3502 0.6572 0.115 0.059 0.143 0.5946
H -0.5513 -2.2715 6.9184 -0.259 -0.044 -0.621 0.5191
H -6.0826 0.8624 -2.7155 0.001 -0.008 0.007 0.3465
H 3.2517 3.3761 -1.2090 2.774 -0.108 0.678 0.2529
H 3.2421 4.0852 1.9714 -0.176 0.246 0.085 0.3038
H -0.2716 2.5332 0.9592 0.638 -0.319 0.494 0.2397
H -1.9994 0.0836 -3.6352 0.176 -0.230 -0.213 0.1158
H -2.8842 3.6297 0.1517 0.976 -0.185 -0.574 -0.2564
H -5.0631 -0.7909 -6.5771 0.480 -0.096 -0.271 0.5976
H 1.3397 -0.7144 3.4096 0.127 -0.041 -0.042 0.2917
H 1.5030 -3.5817 7.4024 0.545 -2.653 -2.952 -0.0916
H 1.3312 2.1220 -0.6907 -0.395 -3.522 2.870 0.2754
H -0.3176 0.2304 -0.7415 -0.220 -0.082 0.111 0.3495
H -6.7562 0.0199 -4.9427 0.002 -0.012 -0.018 0.3773
H -0.7989 1.1517 1.9618 -0.218 0.050 0.054 0.2905
H 2.4715 0.7025 1.4756 -0.087 -0.041 0.020 -0.0224
H 3.4423 -3.4662 5.9226 0.075 0.008 -0.286 0.5377
```
Forces are in eV/Å.

## Properties
LUMO level ... -2.64 eV
HOMO energy ... -0.17335 hartree
Calculated total energy ... -2850.2050 Eh
Largest force on an atom ... 0.2476 Eh/bohr


2.
ORCA calculation (the ωB97M-V functional and the def2-TZVPD basis) on 2 unconnected molecules or ions with the total composition C14H17NO2 at a distorted geometry.

The geometry in XYZ format:
```
34
Properties=species:S:1:pos:R:3:forces:R:3:nbo_charge:R:1
O -2.4219 -1.7001 3.7531 0.601 0.993 0.399 -0.9341
O 2.1783 3.1179 -0.9155 -0.827 -2.133 -0.076 -0.5234
N -0.2649 0.9668 0.2888 -1.065 -0.569 -3.048 -0.4903
C -1.2517 0.1945 -2.4237 1.222 0.702 2.659 -0.1189
C 2.9195 1.0847 0.5526 0.076 -1.223 -2.876 -0.2892
C 2.8303 0.8548 -2.1165 0.031 -0.293 2.255 -0.2587
C 0.7749 3.2467 -0.4749 -0.255 -0.339 0.696 -0.1215
C 3.2640 -0.6293 -2.0583 -0.387 1.731 3.865 -0.2203
C 3.5110 -1.2836 -0.6423 -0.929 3.907 -0.083 -0.2122
C -3.6427 -1.6946 3.2118 0.515 -1.222 -0.822 -0.0163
C -0.5222 1.5790 -2.2546 -0.633 -2.818 4.021 -0.2325
C -0.0251 1.8966 -0.8017 -1.685 -1.265 -2.116 0.2514
C 3.3599 -0.4160 0.6651 -0.904 1.649 -3.745 -0.2111
C 2.6183 1.7602 -0.8421 1.944 -4.753 0.895 0.2599
C -1.4440 -0.7688 -1.2243 1.979 3.798 0.903 -0.2314
C -3.6893 -2.8403 2.1808 -1.056 -0.132 -0.439 -0.6183
C -0.9283 -0.3030 0.1619 -0.100 0.809 -2.834 0.1070
H 0.0941 1.2550 1.2207 -0.432 -0.489 -0.890 0.4569
H -3.5167 -3.8169 2.6446 0.142 0.210 0.076 0.1947
H 3.8144 -2.3779 -0.5578 -0.482 1.765 -0.151 0.2395
H -1.0402 -0.9287 1.1246 0.028 1.032 -1.362 0.3180
H -3.9664 -0.7889 2.6560 0.156 0.583 -0.239 0.0520
H 3.4003 -1.2852 -2.9973 -0.312 1.444 1.678 0.2459
H -4.5125 -1.8647 3.8766 -0.031 -0.123 0.525 0.0836
H -2.9476 -2.7008 1.3845 0.131 0.082 0.117 0.1431
H -4.6795 -2.8754 1.7044 -0.107 -0.129 -0.190 0.1598
H 3.5358 -0.8616 1.7009 -0.261 0.686 -1.758 0.2484
H -1.9337 -1.7953 -1.2787 0.715 1.743 -0.050 0.2830
H 0.2967 4.1712 -0.9736 0.874 -1.708 0.502 0.2411
H -0.3604 2.3160 -3.1243 -0.262 -1.386 1.727 0.2705
H 2.7687 1.7536 1.4816 0.429 -1.372 -1.526 0.2308
H 2.6035 1.3847 -3.1175 0.517 -1.155 1.716 0.2316
H -1.6186 -0.1266 -3.4668 0.631 0.623 1.914 0.2534
H 0.7960 3.4760 0.6618 -0.265 -0.647 -1.744 0.2074
```
Forces are in eV/Å.

## Properties
Energy relative to the best compared isomer or geometry (same formula, charge and spin) ... 317.0 kcal/mol
LUMO level ... -2.28 eV
HOMO energy ... -0.18212 hartree
Calculated total energy ... -748.4442 Eh
Largest force on an atom ... 0.1014 Eh/bohr


3.
ORCA calculation (the ωB97M-V functional and the def2-TZVPD basis) on 2 unconnected molecules or ions with the total composition C2HClO3 at a distorted geometry.

The geometry in XYZ format:
```
7
Properties=species:S:1:pos:R:3:forces:R:3:nbo_charge:R:1
Cl -0.3406 2.9839 0.6125 -0.002 0.216 0.007 -0.0706
O 0.6677 -2.8839 0.4132 -0.177 -0.551 0.223 -0.4982
O 0.6380 -1.0504 -0.9863 -0.059 0.065 -0.529 -0.5405
O -0.8252 0.4659 0.9561 0.219 0.511 -0.796 -0.4853
C -0.5043 1.2934 0.1617 -0.535 -0.216 2.204 0.3941
C 0.6247 -1.9813 -0.2999 0.325 0.351 0.191 1.0392
H -0.2604 1.1723 -0.8573 0.230 -0.376 -1.299 0.1613
```
Forces are in eV/Å.

## Properties
Energy relative to the best compared isomer or geometry (same formula, charge and spin) ... 0.0 kcal/mol
LUMO level ... 0.52 eV
HOMO energy ... -0.41640 hartree
Calculated total energy ... -762.7536 Eh
Structure (SMILES) ... O=C=O.O=CCl
Largest force on an atom ... 0.0443 Eh/bohr


> Which of these has the lowest LUMO level?

C17H24BBeCs2F4KN2O8S